# 1
ORCA calculation (wB97M-V/def2-TZVPD) on a structure of composition C31H31MoN3O6S2Si in a non-equilibrium geometry.

Geometry (Å):
Mo 0.012 -0.433 -0.131
S -2.630 -0.626 2.690
C -3.244 -2.128 2.110
C -4.613 -2.383 2.391
N -5.738 -2.534 2.608
C -2.513 -3.053 1.397
S -0.880 -2.892 0.791
C -3.125 -4.284 1.049
N -3.598 -5.291 0.734
C 1.075 1.247 -1.154
Si 0.260 1.614 -2.765
C -1.582 1.118 -2.570
N -1.874 0.634 -1.199
C -3.011 -0.313 -1.214
C -4.358 0.326 -1.553
C -4.656 1.422 -0.533
C -3.534 2.456 -0.581
C -2.173 1.798 -0.329
C 0.892 0.725 -4.317
C 0.118 0.712 -5.481
C 0.609 0.211 -6.675
C 1.902 -0.294 -6.735
C 2.691 -0.284 -5.594
C 2.191 0.221 -4.403
C 0.497 3.394 -3.395
C -0.319 4.004 -4.351
C 0.054 5.186 -4.971
C 1.258 5.796 -4.648
C 2.082 5.212 -3.695
C 1.702 4.029 -3.082
H 1.096 2.146 -0.528
H 2.126 0.963 -1.306
H -1.798 0.307 -3.269
H -2.253 1.943 -2.830
H -3.097 -0.750 -0.221
H -2.777 -1.112 -1.920
H -5.125 -0.450 -1.515
H -4.359 0.746 -2.566
H -4.703 0.976 0.465
H -5.618 1.899 -0.741
H -3.679 3.216 0.190
H -3.549 2.964 -1.552
H -2.154 1.458 0.704
H -1.375 2.532 -0.468
H -0.892 1.110 -5.451
H -0.009 0.216 -7.565
H 2.293 -0.688 -7.665
H 3.701 -0.674 -5.633
H 2.817 0.224 -3.518
H -1.261 3.540 -4.623
H -0.591 5.634 -5.719
H 1.552 6.719 -5.133
H 3.027 5.676 -3.437
H 2.353 3.572 -2.344
O 4.393 1.167 3.857
C 3.545 0.751 3.109
C 2.139 1.336 2.972
O 1.733 2.330 3.544
C 1.502 0.485 2.005
C 2.388 -0.472 1.467
O 1.965 -1.177 0.502
C 3.695 -0.379 2.132
O 4.694 -1.031 1.921
O 0.346 0.471 1.371
C 0.997 -3.632 -1.899
C 0.613 -2.307 -2.556
C -0.451 -2.514 -3.631
O 0.155 -1.392 -1.599
H 1.458 -4.300 -2.629
H 0.114 -4.108 -1.477
H 1.694 -3.434 -1.085
H 1.506 -1.881 -3.033
H -1.369 -2.883 -3.170
H -0.097 -3.241 -4.362
H -0.656 -1.576 -4.146

E: -2969.7550 a.u.
HOMO-LUMO gap (alpha / beta): 4.83 / 4.83 eV
highest occupied orbital energy (alpha / beta): -1.102 / -1.101 eV
net charge: -2

---

# 2
ORCA calculation (wB97M-V/def2-TZVPD) on a cluster of 2 separate species, C8H14N2O2 in total in a non-equilibrium geometry.

Geometry (Å):
C -0.157 -2.107 0.097
C 3.735 0.027 -0.306
C -1.490 -1.930 0.091
C -0.505 -0.032 0.487
C -0.237 1.332 0.910
C -3.111 1.206 -0.814
C 3.340 -0.419 -1.502
C -2.970 0.169 0.321
N 0.366 -1.012 0.556
N -1.732 -0.591 0.167
O 4.824 0.683 0.011
O 2.977 -0.201 0.855
H 0.393 -3.045 0.076
H 4.646 1.163 0.872
H -2.199 -2.663 -0.256
H -0.918 2.033 0.536
H 0.722 1.779 0.623
H 0.017 1.142 1.899
H -2.480 2.084 -0.651
H -2.726 0.736 -1.701
H -4.107 1.459 -0.832
H 3.917 -0.323 -2.369
H 2.535 -1.035 -1.492
H -3.819 -0.410 0.263
H -3.044 0.555 1.319
H 2.021 -0.601 0.840

E: -573.1527 a.u.
HOMO-LUMO gap: 8.48 eV
energy relative to the best compared isomer or geometry (same formula, charge and spin): 1.512 eV
highest occupied orbital energy: -7.796 eV
SMILES: CCn1ccnc1C.C=C(O)O

---

# 3
ORCA calculation (wB97M-V/def2-TZVPD) on a cluster of 3 separate species, C2H3N2O2S in total in a non-equilibrium geometry.

Geometry (Å):
C 0.257 -1.562 -0.284
C 1.817 1.289 0.549
N 1.161 -0.859 -0.558
N 1.987 2.249 -0.035
O 1.876 3.313 -0.558
O -0.780 -2.185 -0.192
S -3.413 -0.963 0.043
H -2.169 -1.750 -0.066
H 2.194 0.267 0.640
H -2.930 0.200 0.461

E: -736.1329 a.u.
HOMO-LUMO gap: 8.70 eV
energy relative to the best compared isomer or geometry (same formula, charge and spin): 2.456 eV
highest occupied orbital energy: -5.081 eV
net charge: -1